No. 1
H9O4 as an isolated structure at a distorted geometry, computed with the ωB97M-V functional and the def2-TZVPD basis.

XYZ file:
```
13
Properties=species:S:1:pos:R:3
O -0.052 -0.505 -0.209
H 0.892 -0.996 0.057
H -0.903 -0.421 0.318
H -0.071 0.319 -0.749
O 0.045 1.737 -1.645
H 0.095 1.592 -2.604
H -0.491 2.550 -1.485
O -1.965 0.169 1.458
H -2.112 1.051 1.813
H -2.539 -0.358 1.993
O 2.017 -1.499 0.467
H 2.088 -2.212 -0.186
H 2.812 -1.003 0.227
```

Results
Orbital gap (eV): 13.17
LUMO level (eV): -3.2647
Multiplicity: 1
Energy (Eh): -306.10759
Charge: +1
Energy relative to the best compared isomer or geometry (same formula, charge and spin) (kcal/mol): 11.8


No. 2
A 11-piece molecular cluster, C12H32BBrN14O23 overall, computed with the ωB97M-V functional and the def2-TZVPD basis.

XYZ file:
```
83
Properties=species:S:1:pos:R:3
O 5.597 -3.646 6.568
B 5.333 -2.301 6.515
O 6.281 -1.401 6.140
O 4.042 -1.838 6.896
C 3.113 -1.891 5.942
N 2.234 -2.892 5.955
N 1.351 -2.913 4.994
C 1.401 -1.934 4.089
Br 0.164 -1.988 2.702
N 2.264 -0.921 4.086
N 3.149 -0.904 5.049
H 5.683 -4.070 5.709
H 5.862 -0.627 5.731
C -0.384 0.296 -1.840
N 0.014 -0.855 -0.988
O 0.882 -0.681 -0.161
O -0.560 -1.911 -1.179
H 0.209 1.153 -1.553
H -0.205 0.011 -2.872
H -1.444 0.466 -1.677
C 1.506 4.998 -2.296
N 0.368 4.222 -2.849
O -0.636 4.804 -3.193
O 0.508 3.014 -2.936
H 1.235 6.047 -2.302
H 1.690 4.634 -1.290
H 2.357 4.797 -2.942
C -3.086 2.815 -4.329
N -3.319 1.771 -5.361
O -4.275 1.885 -6.096
O -2.527 0.846 -5.387
H -3.872 3.557 -4.407
H -3.112 2.306 -3.371
H -2.107 3.247 -4.505
C 4.509 3.137 6.377
N 4.426 2.331 5.129
O 3.577 2.610 4.317
O 5.236 1.430 5.011
H 3.734 3.893 6.342
H 4.372 2.452 7.208
H 5.503 3.572 6.410
C -4.794 -0.460 -1.956
N -4.671 0.736 -1.074
O -4.256 1.770 -1.559
O -4.993 0.597 0.086
H -4.470 -0.188 -2.954
H -4.171 -1.239 -1.526
H -5.837 -0.763 -1.939
C 3.567 2.870 -5.360
N 4.241 4.198 -5.296
O 3.910 4.968 -4.411
O 5.081 4.429 -6.133
H 2.846 2.805 -4.553
H 3.092 2.801 -6.334
H 4.342 2.115 -5.268
C 1.275 -4.763 -2.353
N 2.417 -4.009 -2.942
O 2.214 -2.873 -3.318
O 3.482 -4.586 -3.004
H 0.407 -4.114 -2.362
H 1.128 -5.653 -2.957
H 1.559 -5.034 -1.341
C -7.678 -0.218 2.150
N -7.860 -1.240 1.085
O -8.804 -1.123 0.330
O -7.040 -2.133 1.030
H -8.481 0.503 2.067
H -7.695 -0.737 3.103
H -6.706 0.236 1.979
C 6.908 -0.357 2.894
N 8.024 0.472 2.362
O 8.406 0.258 1.231
O 8.477 1.317 3.106
H 6.612 -1.057 2.122
H 7.283 -0.870 3.776
H 6.099 0.317 3.158
C -8.997 -3.862 -1.374
N -9.640 -4.330 -2.632
O -9.190 -3.927 -3.684
O -10.578 -5.090 -2.518
H -8.186 -3.194 -1.631
H -9.754 -3.351 -0.789
H -8.641 -4.743 -0.847
```

Results
Orbital gap (eV): 8.69
SMILES: OB(O)Oc1nnc(Br)nn1.C[N+](=O)[O-].C[N+](=O)[O-].C[N+](=O)[O-].C[N+](=O)[O-].C[N+](=O)[O-].C[N+](=O)[O-].C[N+](=O)[O-].C[N+](=O)[O-].C[N+](=O)[O-].C[N+](=O)[O-]
LUMO level (eV): -1.3937
Multiplicity: 1
Energy (Eh): -5571.52157


No. 3
One molecule with the formula HN3O7S2 at a distorted geometry, computed with the ωB97M-V functional and the def2-TZVPD basis.

XYZ file:
```
13
Properties=species:S:1:pos:R:3
N 2.221 -0.663 0.397
N 1.675 -0.048 -0.457
N -1.971 0.139 1.129
O 2.107 0.847 -1.093
O -2.463 0.994 1.733
O -1.180 -0.692 1.421
O -0.384 1.972 -0.690
O -0.622 0.621 -2.718
O 1.488 -1.653 1.082
O 0.258 -0.384 -0.584
S -2.491 0.088 -0.778
S -0.656 0.764 -1.296
H 2.018 -1.983 1.852
```

Results
Orbital gap (eV): 9.16
LUMO level (eV): -1.4361
Multiplicity: 1
Energy (Eh): -1487.56085
Energy relative to the best compared isomer or geometry (same formula, charge and spin) (kcal/mol): 21.8